A structure of composition C19H13Br2MoNO6S at a distorted geometry. Source: OMol25; level of theory: the ωB97M-V functional and the def2-TZVPD basis.

relative energy (zero: lowest compared OMol25 entry of this formula, charge and spin)	0.029	eV
E_LUMO (spin up / spin down)	-9.1626 / -9.1640	eV
HOMO level (spin up / spin down)	-0.5123 / -0.5122	Eh
gap between HOMO and LUMO (spin up / spin down)	0.17555 / 0.17546	Ha

ORCA input file:
```
! RIJCOSX wB97M-V def2-TZVPD def2/J DEFGRID3
* xyz 2 1
C -0.269 0.542 -2.666
O -1.521 -4.130 7.976
H -1.073 1.369 -9.753
O -0.560 -2.374 8.790
H -0.725 3.124 -9.813
C 0.049 -1.437 6.348
C -0.214 1.835 -4.716
H 4.473 1.128 0.365
C -1.242 -0.403 -4.658
C -0.138 -1.741 3.940
H 0.384 -0.885 7.217
C -0.977 1.264 2.047
C 0.313 -0.981 5.044
H -1.168 -3.499 3.279
H -1.216 -1.410 -2.788
Br 3.349 -0.812 1.475
H 0.058 2.726 -5.257
C -0.884 0.774 -5.384
C -1.095 -3.352 5.421
O 0.148 -1.338 2.702
H 0.586 2.522 -2.877
C 1.074 0.209 4.870
C -0.837 -2.929 4.135
S -1.357 0.739 -7.022
C -1.237 2.333 -9.270
N -0.934 -3.078 7.880
C -0.946 -0.519 -3.339
C -0.649 -2.599 6.508
C 0.313 0.320 -0.122
C -0.739 2.310 -7.864
C 0.032 0.435 -1.327
H -1.754 -1.204 -5.175
C 3.981 1.009 1.322
Br 2.465 2.238 1.376
H 1.458 0.706 5.764
O -1.930 1.852 2.174
C 0.082 1.717 -3.394
Mo 0.723 0.217 1.819
H 4.624 1.233 2.164
O -0.050 3.093 -7.309
H -2.312 2.525 -9.261
O 1.353 0.738 3.771
H -1.639 -4.267 5.611
*
```

Electronic structure analysis, Mulliken charges in units of e: 0.79, -0.58, 0.38, -0.58, 0.33, -0.60, -0.59, 0.40, -0.83, 0.76, 0.54, 0.45, 0.40, 0.47, 0.46, 0.04, 0.59, 0.98, -0.35, -0.61, 0.44, 0.03, -0.86, -0.22, -1.15, 1.01, -0.70, -0.42, -0.47, 0.82, 0.24, 0.43, -0.42, 0.05, 0.47, -0.16, -0.65, 0.77, 0.40, -0.44, 0.36, -0.52, 0.54


A structure of composition C19H14BrCdN5O2S at a distorted geometry. Source: OMol25; level of theory: the ωB97M-V functional and the def2-TZVPD basis.

E_LUMO	-0.5135	eV
HOMO level	-0.3022	Eh
gap between HOMO and LUMO	0.28332	Ha

ORCA input file:
```
! RIJCOSX wB97M-V def2-TZVPD def2/J DEFGRID3
* xyz 0 1
H 6.842 19.971 4.949
Br 6.961 8.237 9.071
C 11.295 16.479 6.805
H 12.607 21.183 8.538
C 8.598 10.400 5.380
H 11.546 18.877 8.487
H 7.636 7.464 6.325
C 11.564 19.478 7.571
C 11.308 19.728 5.209
N 8.400 9.112 5.365
C 11.417 14.310 7.474
C 11.181 18.957 6.362
N 10.688 15.341 7.117
H 13.007 22.432 6.551
N 6.325 19.107 5.098
C 7.718 10.602 7.631
N 9.257 17.420 5.955
O 8.904 13.047 5.179
H 10.893 13.417 7.694
C 13.464 15.466 7.259
H 13.139 13.385 7.989
H 10.614 19.533 4.370
C 12.212 20.753 7.604
C 10.461 17.633 6.261
H 13.210 17.449 6.496
Cd 8.483 15.292 6.217
S 6.408 16.729 6.370
O 7.862 13.407 7.108
H 11.911 21.491 4.369
N 8.424 18.363 5.518
H 9.077 10.834 4.492
C 12.798 14.351 7.642
C 12.694 16.543 6.808
C 11.930 21.006 5.274
H 5.332 19.044 5.350
H 14.577 15.509 7.374
H 7.186 11.246 8.388
C 12.406 21.504 6.471
C 8.364 12.634 6.228
C 7.927 8.495 6.431
C 7.526 9.192 7.572
C 8.161 11.182 6.484
C 7.098 18.134 5.660
*
```

Electronic structure analysis, Mulliken charges in units of e: 0.26, -0.16, 0.47, 0.33, -0.38, 0.41, 0.40, 0.08, -0.17, -0.57, -0.17, 0.07, -0.47, 0.35, -0.41, -0.28, 0.16, -0.76, 0.40, -0.64, 0.37, 0.29, -0.49, 0.25, 0.37, 0.74, -0.50, -0.94, 0.47, -0.75, 0.41, -0.52, -0.20, -0.69, 0.24, 0.36, 0.36, -0.37, 1.02, -0.20, 0.18, 0.32, 0.38


A structure of composition C19H14BrClN2O2SSiTa. Source: OMol25; level of theory: the ωB97M-V functional and the def2-TZVPD basis.

relative energy (zero: lowest compared OMol25 entry of this formula, charge and spin)	0.104	eV
E_LUMO	-5.3686	eV
HOMO level	-0.4449	Eh
gap between HOMO and LUMO	0.24757	Ha

ORCA input file:
```
! RIJCOSX wB97M-V def2-TZVPD def2/J DEFGRID3
* xyz 1 1
C -4.427 -2.736 -0.155
H 1.573 -1.562 -2.075
C 0.912 2.294 1.572
H 3.772 -2.161 -1.158
C -3.858 -1.640 1.909
Si -0.965 -0.630 -0.888
H -5.082 -3.381 -0.725
C -4.022 2.664 -1.342
H -0.978 -0.901 -2.344
C 3.258 2.318 0.767
C 0.947 -1.036 1.214
H 4.176 -2.041 1.280
Cl -1.145 2.719 -2.888
H 3.546 2.476 1.797
O 1.144 2.462 2.721
C 4.178 2.191 -0.269
Ta -0.947 2.031 -0.748
C 1.925 2.227 0.466
O -0.332 2.118 1.070
H 0.157 -0.743 1.898
Br 1.797 1.343 -3.477
C 2.329 1.847 -1.752
C 2.985 -1.831 -0.492
H 4.370 1.791 -2.375
H -2.109 -0.423 1.888
C -2.458 -1.339 -0.040
H 5.241 2.260 -0.083
C 3.210 -1.767 0.876
C 2.187 -1.374 1.730
C 3.704 1.940 -1.538
N -4.652 2.980 -2.251
H -4.071 -1.432 2.949
C -4.699 -2.470 1.177
C 1.740 -1.494 -1.006
C 0.705 -1.084 -0.162
H 2.354 -1.342 2.799
C -2.748 -1.078 1.304
H -5.569 -2.908 1.649
H -3.114 -2.389 -1.805
N 1.431 2.028 -0.781
S -3.153 2.248 0.050
C -3.313 -2.174 -0.762
*
```

Electronic structure analysis, Mulliken charges in units of e: -0.58, 0.48, 0.37, 0.46, -0.80, 0.47, 0.40, 0.38, -0.18, -0.66, -0.12, 0.46, -0.24, 0.51, -0.51, -0.45, 0.63, 0.69, -0.15, 0.18, -0.02, 0.26, -0.73, 0.44, 0.23, 0.47, 0.48, -0.47, -0.81, -0.57, -0.36, 0.41, -0.45, -0.26, 0.50, 0.44, 0.05, 0.40, 0.35, -0.09, -0.14, -0.47


A structure of composition C19H14Cl2IIrN4O2S2. Source: OMol25; level of theory: the ωB97M-V functional and the def2-TZVPD basis.

relative energy (zero: lowest compared OMol25 entry of this formula, charge and spin)	1.618	eV
E_LUMO (spin up / spin down)	-5.9021 / -5.5614	eV
HOMO level (spin up / spin down)	-0.4172 / -0.4181	Eh
gap between HOMO and LUMO (spin up / spin down)	0.20029 / 0.21368	Ha
<S²>	1.066

ORCA input file:
```
! RIJCOSX wB97M-V def2-TZVPD def2/J DEFGRID3
* xyz 1 2
H 2.386 3.349 2.900
N -0.313 -0.883 0.119
C 2.936 0.857 1.921
O -1.893 1.293 0.924
C 1.616 1.585 1.973
C -2.538 3.348 -1.823
C 0.453 1.005 1.425
C -1.566 -2.947 -0.148
C 1.513 2.841 2.510
H 1.161 -1.050 1.501
I -3.267 -1.721 -0.053
C 0.818 -3.060 -0.129
C -0.749 1.726 1.439
S -0.719 -2.761 -3.538
Cl -3.434 1.766 -1.664
H -2.916 3.977 -1.027
C 0.084 -1.372 -3.048
C -0.342 -2.304 -0.054
H -2.818 3.161 2.632
C 0.479 -0.371 1.000
C 0.731 -4.435 -0.297
N 1.957 1.260 -1.821
O 3.131 0.175 0.689
H -1.864 4.659 2.783
C -2.028 3.765 2.187
C 1.713 0.229 -2.269
S -1.314 -0.319 -2.951
H 1.784 -2.570 -0.086
Ir -1.732 0.249 -0.797
H 1.641 -5.014 -0.382
H -0.566 -6.132 -0.509
C -0.747 2.995 2.088
C 1.373 -1.064 -2.770
H -2.374 4.062 1.194
H -2.640 -4.795 -0.370
C 2.388 -2.066 -2.868
H 2.980 0.089 2.697
H -2.777 3.723 -2.811
H 3.746 1.562 2.122
Cl -0.820 3.095 -1.667
C -1.674 -4.314 -0.300
N 0.349 3.514 2.586
N 3.205 -2.874 -2.904
H 3.155 0.826 -0.026
C -0.505 -5.060 -0.376
*
```

Electronic structure analysis, Mulliken charges in units of e: 0.39, -0.07, -1.03, -1.17, 0.18, -0.31, -0.23, 0.36, -0.97, 0.75, 0.12, -0.03, 0.72, -0.02, -0.08, 0.28, 0.44, -0.23, 0.32, 0.18, -0.99, -0.60, -0.44, 0.39, -1.00, 0.28, -0.22, 0.66, 1.49, 0.44, 0.42, 0.93, 0.43, -0.01, 0.41, -0.10, 0.32, 0.40, 0.42, 0.01, -0.49, -0.62, -0.44, 0.30, -0.60


A structure of composition C19H14GeNO5Rh at a distorted geometry. Source: OMol25; level of theory: the ωB97M-V functional and the def2-TZVPD basis.

relative energy (zero: lowest compared OMol25 entry of this formula, charge and spin)	0.000	eV
E_LUMO (spin up / spin down)	-7.2605 / -11.4067	eV
HOMO level (spin up / spin down)	-0.5286 / -0.5509	Eh
gap between HOMO and LUMO (spin up / spin down)	0.26182 / 0.13174	Ha
<S²>	6.031

ORCA input file:
```
! RIJCOSX wB97M-V def2-TZVPD def2/J DEFGRID3
* xyz 2 5
H 0.811 1.822 5.557
C -1.713 0.477 -2.856
O 3.194 2.480 4.290
O -1.422 -0.909 0.477
C -0.709 0.111 0.783
O 2.963 2.112 2.076
C 1.664 -1.864 0.082
C 1.596 -0.565 -1.947
C -2.362 1.081 -3.943
H 1.085 -0.242 -2.846
H -3.915 -1.650 -5.197
H 3.317 0.667 -2.348
C -0.844 0.829 4.535
H 3.473 -1.688 1.254
H -1.407 -3.194 -0.850
C 0.973 -1.459 -1.064
C -3.145 0.320 -4.788
C -3.290 -1.048 -4.550
Rh 2.108 1.044 0.675
H -2.304 -0.072 3.214
C 2.566 2.058 3.377
H -2.248 2.145 -4.107
C 3.536 -0.430 -0.500
C 0.432 1.405 4.632
O -1.682 0.725 5.551
H -1.326 1.083 6.377
C -0.468 0.445 2.222
C 2.937 -1.357 0.374
C -1.845 -0.903 -2.618
N 0.761 0.955 2.342
H 4.535 -0.062 -0.300
C -1.308 0.340 3.294
Ge -0.967 -1.776 -1.160
H -3.650 0.778 -5.628
H -1.116 1.092 -2.191
C 1.200 1.443 3.494
O -0.092 0.788 -0.057
C -2.636 -1.659 -3.463
C 2.852 -0.034 -1.666
H -2.773 -2.723 -3.306
H 1.217 -2.562 0.781
*
```

Electronic structure analysis, Mulliken charges in units of e: 0.47, 0.56, -0.49, -0.66, 0.72, -0.74, -0.14, 0.27, -0.68, 0.45, 0.45, 0.43, 0.79, 0.42, 0.02, 0.16, -0.47, -0.49, 0.86, 0.59, 0.40, 0.45, -1.21, -0.47, -0.47, 0.34, 0.10, -0.62, 0.04, -0.23, 0.54, -0.28, 0.43, 0.46, 0.50, 0.13, -0.70, -0.35, -0.46, 0.41, 0.49


A structure of composition C19H14IN3Ni. Source: OMol25; level of theory: the ωB97M-V functional and the def2-TZVPD basis.

relative energy (zero: lowest compared OMol25 entry of this formula, charge and spin)	0.000	eV
E_LUMO	-0.1896	eV
HOMO level	-0.2580	Eh
gap between HOMO and LUMO	0.25099	Ha

ORCA input file:
```
! RIJCOSX wB97M-V def2-TZVPD def2/J DEFGRID3
* xyz 0 1
C 2.272 0.106 3.670
C 2.331 -0.654 1.390
C 3.824 -1.653 3.031
C 3.440 -2.114 -0.637
Ni 0.480 0.848 0.020
C 3.903 -2.307 0.631
H 3.642 -0.879 4.994
C -0.850 3.407 4.239
C -0.119 0.394 -1.776
H 3.854 -2.652 -1.478
C 2.399 -1.199 -0.855
H 0.196 -0.624 -1.986
N 1.840 -0.510 0.118
H 4.608 -2.355 3.279
H 1.928 0.755 4.456
I -2.265 0.146 -1.983
H -0.928 2.920 -1.702
C -1.488 4.219 3.349
H 2.023 -1.028 -1.851
C 0.102 2.018 2.490
C 1.767 0.212 2.385
H 0.419 1.719 4.592
C 3.361 -1.560 1.696
N -0.517 2.463 0.243
H -2.079 5.063 3.679
H -0.943 3.604 5.299
H 0.153 1.012 -2.632
C -1.059 3.229 -0.677
C -0.053 2.316 3.831
C -1.377 3.938 1.964
C 3.282 -0.829 3.974
C -1.790 4.386 -0.360
H -2.216 4.975 -1.158
H 4.700 -3.013 0.830
C -0.623 2.829 1.557
N 0.844 1.059 1.862
C -1.968 4.722 0.950
H -2.552 5.592 1.225
*
```

Electronic structure analysis, Mulliken charges in units of e: -0.66, -0.13, -0.95, -0.83, -0.44, -0.56, 0.37, -0.91, -1.42, 0.38, 0.31, 0.44, -0.23, 0.38, 0.17, -0.03, 0.44, -0.94, 0.43, 1.03, 1.20, 0.28, 1.26, -0.20, 0.38, 0.37, 0.42, 0.15, -0.79, 1.17, -0.98, -0.83, 0.39, 0.41, 0.11, -0.05, -0.56, 0.42